10
Properties=species:S:1:pos:R:3:forces:R:3 method="wB97M-V/def2-TZVPD" de_lowest_kj_mol=0.00 multiplicity=3
Cl -0.3011 2.4322 0.2661 0.280 0.018 -0.050
S -3.9434 0.1332 0.0566 -0.197 0.415 -0.124
N 2.3534 -0.3221 -0.2318 2.729 -2.620 -0.358
N 1.7466 0.8135 0.0453 -1.545 0.354 -0.228
N -2.7115 -0.7657 0.2959 -0.486 -2.616 0.952
C 0.4967 0.9362 -0.1444 1.997 2.037 1.235
H 3.3290 -0.4201 -0.0043 0.019 1.245 0.349
H 2.1476 -1.2779 -0.5545 -1.942 1.165 0.017
H -2.9164 -1.7710 0.6721 0.737 2.216 -0.841
H -0.2010 0.2418 -0.4009 -1.592 -2.214 -0.952

***

10
Properties=species:S:1:pos:R:3:forces:R:3 method="wB97M-V/def2-TZVPD" de_lowest_kj_mol=507.54
I 2.2685 -0.1778 -1.3785 -0.881 0.107 0.458
O 0.2423 1.1824 0.4402 -1.129 4.683 -0.977
C 0.5415 0.1552 1.2600 1.216 -1.167 2.047
C -0.7395 -0.6589 -0.6766 -2.046 0.215 -2.353
C 0.4092 0.0301 -0.1935 1.901 -1.994 -0.548
H -1.7019 1.2654 -1.4005 0.387 -1.077 0.391
H -0.8104 -0.9501 -1.7616 -0.022 -0.013 1.608
H 1.5214 0.2823 1.6997 0.139 -0.565 0.247
H -1.4513 -0.9908 0.1063 0.331 0.157 -0.986
H -0.2799 -0.1377 1.9045 0.104 -0.346 0.113

***

7
Properties=species:S:1:pos:R:3:forces:R:3 method="wB97M-V/def2-TZVPD" charge=+1
Ca -0.0563 0.8649 1.1446 0.840 -0.285 1.274
F -0.2309 -0.5365 -0.3894 -0.021 -0.814 -1.058
C 0.6151 -1.3331 -1.2573 0.026 -0.336 -0.348
H 1.5812 -0.8272 -1.3195 -0.205 -0.104 0.020
H -0.8609 2.4205 1.3565 -0.786 1.391 0.058
H 0.6814 -2.3119 -0.7791 0.009 0.191 -0.211
H 0.1085 -1.3613 -2.2241 0.138 -0.043 0.266

***

In order of appearance, F_max = 3.80; 4.92; 1.60 eV/Å.
In order of appearance, calculated total energy = -28925.769; -13334.113; -22249.767 eV.